Entry 1:
Formula: C46H45CsN5O6P
Source: the OMol25 dataset
Level of theory: ωB97M-V with the def2-TZVPD basis set

As for the HOMO energy: -1.18 eV. As for the energy above the lowest of the compared OMol25 structures with the same formula, charge and spin: 30.5 kcal/mol. Its charge is -2. For the HOMO-LUMO gap, the calculation gives 4.9 eV. The total energy is -2866.8713 a.u.

Cartesian coordinates (Å):
Cs1 -0.839645 0.624937 -0.472968
C1 4.704027 2.666641 -1.417311
C2 3.708828 2.077149 -2.212994
N1 3.583273 0.784704 -2.373550
C3 4.416325 -0.041318 -1.738249
C4 5.479409 0.444633 -0.916724
C5 5.594746 1.844416 -0.779377
C6 6.349890 -0.454075 -0.278046
C7 6.153078 -1.811026 -0.429613
C8 5.119307 -2.312174 -1.197357
C9 4.206562 -1.470742 -1.874914
N2 3.117016 -1.882431 -2.486957
C10 2.772479 -3.066278 -2.962948
C11 3.627569 -3.991942 -3.592845
C12 3.163874 -5.194027 -4.101241
C13 1.834062 -5.545869 -4.035428
C14 0.914358 -4.649280 -3.468221
C15 -0.467770 -4.918943 -3.387633
C16 -1.306596 -3.996533 -2.820042
C17 -0.758269 -2.792315 -2.352009
N3 0.519657 -2.518141 -2.406867
C18 1.363810 -3.403610 -2.938865
H1 4.768014 3.744774 -1.317787
H2 2.992260 2.693958 -2.741194
H3 6.387721 2.246942 -0.152812
H4 7.151941 -0.071302 0.342271
H5 6.829174 -2.500368 0.069092
H6 4.973656 -3.381786 -1.259344
H7 4.676961 -3.742918 -3.675780
H8 3.873215 -5.887702 -4.543479
H9 1.493590 -6.499741 -4.418939
H10 -0.848901 -5.853215 -3.789633
H11 -2.370628 -4.182185 -2.738075
H12 -1.391926 -2.022986 -1.927952
C19 -5.137467 2.876117 -0.751011
C20 -3.886788 2.418832 -1.508938
O1 -2.953851 1.999194 -0.834548
C21 -3.867513 2.516436 -2.948959
C22 -4.985063 2.941208 -3.681988
C23 -4.978739 3.036122 -5.051556
C24 -3.807352 2.703292 -5.750608
C25 -2.691916 2.299512 -5.084899
C26 -2.635341 2.182588 -3.646946
O2 -1.583867 1.833003 -3.075068
H13 -4.961391 2.679766 0.303991
H14 -6.021382 2.330229 -1.070963
H15 -5.292009 3.943827 -0.890188
H16 -5.898336 3.201360 -3.159181
H17 -5.858257 3.363311 -5.597500
H18 -3.798366 2.775210 -6.834684
H19 -1.779166 2.045483 -5.608308
C27 -0.396689 5.412483 -0.344379
C28 -0.015311 4.190558 -0.917157
N4 0.844545 3.380242 -0.359336
C29 1.387343 3.708268 0.812613
C30 1.118108 4.943621 1.453304
C31 0.188038 5.796699 0.835747
C32 1.766997 5.275158 2.674174
C33 2.609365 4.396766 3.270886
C34 2.854834 3.119356 2.696765
C35 3.658808 2.152223 3.322515
C36 3.839215 0.935891 2.715276
C37 3.225675 0.704151 1.475799
N5 2.477139 1.587233 0.872813
C38 2.264287 2.765531 1.457988
H20 -1.132548 6.033930 -0.831928
H21 -0.427502 3.858949 -1.858587
H22 -0.060863 6.740323 1.307120
H23 1.562105 6.241448 3.118902
H24 3.100760 4.642773 4.204344
H25 4.113304 2.379183 4.279576
H26 4.436408 0.164046 3.175867
H27 3.358743 -0.231320 0.952287
C39 -0.829998 -2.487561 5.674347
C40 -0.610397 -2.267917 4.167626
C41 -0.408654 -3.621820 3.474182
C42 0.621214 -1.392318 3.956744
O3 -1.786234 -1.658996 3.698983
P1 -1.744473 -0.498795 2.500038
O4 -1.293692 0.800210 3.046132
O5 -1.082180 -1.068570 1.290591
O6 -3.360068 -0.356860 2.316924
C43 -4.291326 -1.382518 2.051192
C44 -5.430092 -0.730395 1.252746
C45 -3.699276 -2.541952 1.248264
C46 -4.842646 -1.902463 3.387011
H28 0.040861 -2.961939 6.122809
H29 -1.704860 -3.116011 5.835967
H30 -1.003110 -1.522236 6.143711
H31 0.488922 -4.094069 3.867297
H32 -0.299810 -3.470224 2.403815
H33 -1.261053 -4.276301 3.656116
H34 1.471264 -1.801407 4.500160
H35 0.399739 -0.387979 4.303172
H36 0.847757 -1.331851 2.897519
H37 -5.016481 -0.227824 0.381788
H38 -5.927294 0.013926 1.870571
H39 -6.159864 -1.475644 0.934191
H40 -3.241537 -2.169783 0.334967
H41 -4.477189 -3.266191 1.000691
H42 -2.923059 -3.025508 1.831025
H43 -5.241388 -1.069765 3.962192
H44 -4.031713 -2.353808 3.948019
H45 -5.630388 -2.633680 3.215762

Cartesian forces (eV/Å) of the 2 atoms listed first:
2.032 0.784 -1.764
0.290 -0.040 0.161

Löwdin atomic charge list, values in e, 8 entries: Cs 1.33; C -0.09; C -0.17; N 0.14; C -0.18; C -0.21; C -0.06; C -0.12


Entry 2:
Formula: C39H28BrN4O6Ti
Source: the OMol25 dataset
Level of theory: ωB97M-V with the def2-TZVPD basis set

As for the HOMO energy: -5.23 eV. As for the energy above the lowest of the compared OMol25 structures with the same formula, charge and spin: 18.7 kcal/mol. Its charge is -1. For the HOMO-LUMO gap, the calculation gives 7.5 eV. The total energy is -5597.1351 a.u.

Cartesian coordinates (Å):
Ti1 0.074589 0.053695 -0.638013
C1 3.108184 -2.385810 -2.274324
O1 2.541143 -3.632502 -1.868919
C2 1.979912 -3.728241 -0.631399
C3 2.052217 -4.957434 -0.004525
C4 1.478101 -5.173720 1.246244
C5 0.830614 -4.139166 1.886016
C6 0.716118 -2.894387 1.261758
C7 0.105171 -1.777818 1.945842
N1 -0.240698 -0.692908 1.370301
N2 -0.467287 0.407781 2.224054
C8 0.551371 1.208473 1.995208
O2 1.470778 0.967485 1.145236
C9 0.564241 2.515371 2.720615
C10 -0.582497 3.017169 3.331070
C11 -0.559891 4.267469 3.928450
C12 0.607888 5.021592 3.927301
C13 1.751937 4.522010 3.321736
C14 1.727910 3.275217 2.713290
C15 1.278011 -2.667940 -0.009950
O3 1.140943 -1.523711 -0.626010
H1 3.830933 -2.640020 -3.049203
H2 3.617035 -1.896588 -1.441479
H3 2.353551 -1.709490 -2.671816
H4 2.574199 -5.752552 -0.523217
H5 1.556392 -6.147513 1.712174
H6 0.393969 -4.279361 2.867925
H7 0.025031 -1.813940 3.032049
H8 -1.486370 2.422682 3.308875
H9 -1.459376 4.659343 4.387398
H10 0.622840 6.000266 4.392249
H11 2.662469 5.109363 3.310790
H12 2.597994 2.880394 2.204713
O4 -4.095384 3.513194 0.806543
C16 -4.669719 2.316398 0.593325
C17 -6.032129 2.189668 0.867626
C18 -6.674410 0.982665 0.671424
C19 -5.976116 -0.124399 0.198363
C20 -4.627662 -0.004433 -0.074787
C21 -3.958342 1.204154 0.113130
C22 -2.514282 1.274122 -0.184335
O5 -1.918520 0.203494 -0.572308
N3 -1.888389 2.414983 -0.060663
N4 -0.556409 2.215398 -0.360146
C23 0.170715 3.272877 -0.389249
C24 1.558955 3.268089 -0.752056
C25 2.321376 4.428154 -0.573828
C26 3.651179 4.467194 -0.931464
C27 4.232676 3.330736 -1.500058
C28 3.501905 2.181310 -1.703678
C29 2.147973 2.117288 -1.324748
O6 1.457334 1.036000 -1.564170
H13 -3.136712 3.429461 0.567110
H14 -6.560391 3.058936 1.237517
H15 -7.732570 0.902499 0.890673
H16 -6.481253 -1.069023 0.045605
H17 -4.052669 -0.843186 -0.445858
H18 -0.296819 4.223733 -0.134628
H19 1.847189 5.295402 -0.127134
H20 4.236869 5.363996 -0.776744
H21 5.277713 3.351351 -1.787416
H22 3.945822 1.297942 -2.143761
Br1 -1.799955 -2.980600 -0.847579
C30 -0.866262 -3.163244 -2.492281
C31 -0.748877 -4.430093 -2.987043
C32 -0.264049 -4.631677 -4.292342
C33 -0.006473 -3.550774 -5.082734
C34 -0.136952 -2.232203 -4.581593
C35 0.038351 -1.126468 -5.448289
C36 -0.118467 0.139073 -4.969816
C37 -0.312254 0.346469 -3.586171
C38 -0.417415 -0.679572 -2.675460
C39 -0.471867 -2.003211 -3.215144
H23 -1.062961 -5.270787 -2.383641
H24 -0.150789 -5.639253 -4.671693
H25 0.294599 -3.678087 -6.116576
H26 0.273401 -1.314996 -6.489778
H27 -0.028333 0.994436 -5.629579
H28 -0.295504 1.373785 -3.238205

Cartesian forces (eV/Å) of the 2 atoms listed first:
0.185 0.050 -0.216
0.023 -0.004 -0.049

natural (NBO) atomic charge list, values in e, 8 entries: Ti 1.72; C -0.24; O -0.51; C 0.25; C -0.24; C -0.25; C -0.19; C -0.17


Entry 3:
Formula: C3H7N3O2
Source: the OMol25 dataset
Level of theory: ωB97M-V with the def2-TZVPD basis set

As for the HOMO energy: -10.07 eV. The SMILES is [H]/N=[N+](\[O-])O/C(C)=N\C. As for the energy above the lowest of the compared OMol25 structures with the same formula, charge and spin: 149.8 kcal/mol. For the HOMO-LUMO gap, the calculation gives 10.5 eV. The total energy is -433.0841 a.u.

Cartesian coordinates (Å):
H1 1.439465 2.395035 -1.275543
N1 0.925870 1.645080 -0.969204
N2 0.560452 1.791403 0.204184
O1 0.520054 2.776283 0.913002
O2 -0.039816 0.680485 0.756269
C1 -0.459082 -0.389810 -0.070560
C2 -1.255903 -0.021236 -1.325003
N3 -0.276457 -1.556876 0.271400
C3 0.614050 -1.833410 1.327991
H2 -2.220066 -0.577731 -1.157765
H3 -1.480153 1.124909 -1.228677
H4 -0.712564 -0.290425 -2.233591
H5 0.568416 -2.916177 1.597811
H6 0.225003 -1.206830 2.226665
H7 1.590732 -1.620699 0.963022

Cartesian forces (eV/Å) of the 2 atoms listed first:
1.194 2.722 -0.631
-0.409 -3.152 0.335

natural (NBO) atomic charge list, values in e, 8 entries: H 0.36; N -0.49; N 0.58; O -0.40; O -0.38; C 0.55; C -0.67; N -0.43


Entry 4:
Formula: C46H36BrCl3CrN4O3P2S
Source: the OMol25 dataset
Level of theory: ωB97M-V with the def2-TZVPD basis set

As for the HOMO energy (spin up / spin down): -10.59 / -10.59 eV. Its spin multiplicity is 2. As for the energy above the lowest of the compared OMol25 structures with the same formula, charge and spin: 42.1 kcal/mol. Its charge is +1. For the HOMO-LUMO gap (spin up / spin down), the calculation gives 5.8 / 6.5 eV. The expectation value of S² is 0.772. The total energy is -8299.0512 a.u.

Cartesian coordinates (Å):
Cr1 -0.468149 0.499232 0.366858
C1 -1.435461 -1.608884 2.544304
O1 -1.376024 -0.209548 2.181077
C2 -1.497191 0.710846 3.223337
C3 -2.129683 0.399158 4.408262
C4 -2.237611 1.381279 5.383311
Br1 -3.089030 0.948305 7.008734
C5 -1.729130 2.645985 5.187966
C6 -1.078238 2.957710 3.993260
C7 -0.967650 1.977092 3.017992
O2 -0.322855 2.228054 1.810844
C8 -0.591579 4.334767 3.808275
N1 -1.053668 5.331635 4.502761
C9 -0.415824 6.459228 4.016534
C10 -0.541311 7.794420 4.403841
C11 0.222109 8.726677 3.734298
C12 1.085584 8.357660 2.688316
C13 1.222306 7.042716 2.292711
C14 0.462874 6.105396 2.985830
N2 0.323334 4.734755 2.851209
H1 -0.776803 -1.802333 3.389753
H2 -1.093382 -2.173570 1.682546
H3 -2.457477 -1.896309 2.778778
H4 -2.554806 -0.577988 4.584714
H5 -1.813146 3.415389 5.942044
H6 -0.647634 3.071934 1.453262
H7 -1.219806 8.070957 5.200385
H8 0.160268 9.771065 4.012787
H9 1.650866 9.125982 2.176612
H10 1.877032 6.761624 1.476648
H11 0.990286 4.148017 2.381355
Cl1 6.392947 2.041301 0.676351
C15 4.728860 1.858595 0.254789
C16 3.924793 1.022988 1.003977
C17 2.607651 0.900235 0.609653
Cl2 1.501684 -0.163094 1.432014
C18 2.033784 1.543046 -0.483048
O3 0.756651 1.381298 -0.788322
C19 2.896020 2.372674 -1.215586
Cl3 2.261424 3.183128 -2.594863
C20 4.215806 2.533576 -0.847783
H12 4.316211 0.481106 1.855053
H13 4.857997 3.183306 -1.427725
C21 -1.199958 -4.062628 -0.462212
N3 -0.416992 -2.901702 -0.975897
P1 -1.179697 -1.354023 -1.010584
C22 -1.255441 -0.968584 -2.797002
C23 -1.176514 -1.988552 -3.741704
C24 -1.349562 -1.703017 -5.086170
C25 -1.590950 -0.397709 -5.497379
C26 -1.642669 0.624230 -4.561893
C27 -1.474678 0.343745 -3.212602
C28 -2.974375 -1.697444 -0.758749
C29 -3.738893 -0.959430 0.143324
C30 -5.122708 -1.093413 0.178672
C31 -5.758407 -1.967653 -0.683769
C32 -5.004854 -2.727105 -1.572108
C33 -3.630707 -2.590020 -1.614283
P2 1.227423 -3.171013 -0.340915
C34 1.550935 -4.798463 -1.123393
C35 2.033051 -5.820878 -0.312324
C36 2.366203 -7.054766 -0.862059
C37 2.206678 -7.267324 -2.221952
C38 1.716862 -6.249843 -3.035608
C39 1.396079 -5.018259 -2.491296
C40 2.401594 -2.211912 -1.380471
C41 3.738676 -2.476463 -1.060918
C42 4.767192 -1.856818 -1.748012
C43 4.477849 -0.951442 -2.763808
C44 3.159411 -0.678810 -3.085030
C45 2.125069 -1.301842 -2.392850
H14 -2.152391 -3.765878 -0.041494
H15 -0.643029 -4.584284 0.319929
H16 -1.384110 -4.778452 -1.264168
H17 -0.953275 -3.000475 -3.423861
H18 -1.293344 -2.500033 -5.816930
H19 -1.730006 -0.179494 -6.548497
H20 -1.809716 1.645614 -4.881439
H21 -1.498269 1.140476 -2.486564
H22 -3.270460 -0.257402 0.810104
H23 -5.702372 -0.500931 0.875983
H24 -6.837451 -2.053110 -0.676546
H25 -5.493968 -3.419778 -2.244561
H26 -3.065351 -3.178307 -2.324397
H27 2.147538 -5.648970 0.752688
H28 2.739590 -7.848474 -0.227255
H29 2.461039 -8.227701 -2.652424
H30 1.590225 -6.420808 -4.097650
H31 1.031791 -4.215737 -3.124276
H32 3.972051 -3.185120 -0.270504
H33 5.797814 -2.076106 -1.496759
H34 5.282095 -0.462666 -3.300730
H35 2.920438 0.019499 -3.878792
H36 1.109314 -1.071933 -2.664189
S1 -3.340992 3.852927 -0.375942
C46 -2.560507 2.488477 -0.272971
N4 -1.959345 1.460428 -0.180870

Cartesian forces (eV/Å) of the 2 atoms listed first:
0.194 1.675 -0.513
-0.014 -0.124 0.025

Löwdin atomic charge list, values in e, 8 entries: Cr 0.50; C -0.02; O -0.26; C -0.18; C -0.04; C -0.66; Br 0.81; C -0.04


Entry 5:
Formula: C5H14NO
Source: the OMol25 dataset
Level of theory: ωB97M-V with the def2-TZVPD basis set

As for the HOMO energy: -2.78 eV. As for the energy above the lowest of the compared OMol25 structures with the same formula, charge and spin: 11.5 kcal/mol. Its charge is -1. For the HOMO-LUMO gap, the calculation gives 7.1 eV. The total energy is -328.8754 a.u.

Cartesian coordinates (Å):
C1 -1.233500 0.703695 1.973011
O1 -0.390092 0.544437 0.862080
C2 -2.710978 0.279731 1.661781
H1 -1.248368 1.755768 2.330578
H2 -0.909533 0.111754 2.883801
H3 -3.430997 0.365087 2.491161
H4 -2.650679 -0.721753 1.297042
H5 -3.100052 0.899828 0.828592
C3 1.843474 0.010479 -1.020924
C4 0.654346 -0.751010 -1.592444
C5 0.457533 -2.155518 -0.991904
N1 1.541822 1.428094 -1.087495
H6 2.756808 -0.193269 -1.600758
H7 1.852288 -0.272728 0.040806
H8 0.815504 -0.899237 -2.635553
H9 -0.224500 -0.106539 -1.362193
H10 0.298332 -2.073402 0.103532
H11 1.375606 -2.710678 -1.113755
H12 -0.358267 -2.684915 -1.514661
H13 2.320728 1.997546 -0.766458
H14 0.765863 1.656123 -0.443425

Cartesian forces (eV/Å) of the 2 atoms listed first:
0.578 -0.217 -1.010
-1.144 0.157 1.500

natural (NBO) atomic charge list, values in e, 8 entries: C -0.02; O -1.00; C -0.64; H 0.09; H 0.08; H 0.16; H 0.19; H 0.18